No. 1
A structure of composition C48H111AsF6N4O2P2 in a non-equilibrium geometry, computed with ωB97M-V/def2-TZVPD.

ORCA input file:
```
! RIJCOSX wB97M-V def2-TZVPD def2/J DEFGRID3
* xyz 5 2
As 0.478 1.633 0.621
F -0.366 0.194 1.248
F 0.032 2.498 2.148
F 1.250 3.144 0.088
F 0.830 0.788 -0.874
F -1.050 2.217 -0.134
F 2.023 1.004 1.341
C 4.112 0.232 -2.024
N 5.364 0.249 -1.090
C 6.254 1.490 -1.537
C 5.048 0.511 0.327
C 5.998 -1.140 -1.450
C 5.228 -2.400 -1.135
O 4.888 -2.478 0.206
H 3.618 1.191 -1.867
H 3.437 -0.591 -1.789
H 4.467 0.380 -3.044
H 7.033 1.559 -0.777
H 5.634 2.380 -1.640
H 6.655 1.178 -2.501
H 4.412 -0.290 0.703
H 4.394 1.376 0.434
H 6.021 0.615 0.808
H 6.942 -1.112 -0.906
H 6.151 -1.080 -2.527
H 6.017 -3.112 -1.375
H 4.411 -2.565 -1.838
H 5.347 -3.196 0.648
C -0.494 5.782 -0.453
N 0.631 6.122 -1.410
C 0.429 7.623 -1.893
C 1.920 6.135 -0.569
C 0.771 5.258 -2.624
C -0.482 4.589 -3.199
O -1.514 5.535 -3.389
H -0.421 6.356 0.470
H -0.373 4.722 -0.227
H -1.467 6.040 -0.872
H -0.345 7.682 -2.658
H 1.346 7.994 -2.351
H 0.152 8.168 -0.990
H 2.148 5.155 -0.150
H 1.870 6.868 0.237
H 2.809 6.370 -1.153
H 1.540 4.533 -2.358
H 1.384 5.789 -3.352
H -0.761 3.750 -2.561
H -0.245 4.194 -4.187
H -2.181 5.002 -3.828
C 0.414 -0.746 -4.520
C -0.594 -0.118 -5.570
N -0.447 -0.865 -6.925
C -0.862 -0.321 -8.086
C -0.415 -1.008 -9.223
N 0.360 -2.047 -8.736
C 0.332 -1.915 -7.317
C 1.083 -3.049 -9.480
H 1.451 -0.807 -4.848
H 0.141 -1.799 -4.467
H 0.449 -0.416 -3.481
H -0.344 0.925 -5.765
H -1.624 -0.076 -5.217
H -1.468 0.570 -8.156
H -0.558 -0.719 -10.254
H 0.903 -2.534 -6.641
H 0.308 -3.764 -9.754
H 1.813 -3.577 -8.866
H 1.528 -2.609 -10.372
C 4.688 -7.613 -0.002
C 3.513 -6.810 -0.702
C 3.331 -5.345 -0.268
C 2.325 -4.459 -1.104
P 0.591 -4.634 -0.806
C -0.055 -6.135 -1.648
C 0.416 -6.330 -3.150
C -0.659 -6.040 -4.279
C 0.056 -5.928 -5.666
C -0.159 -3.105 -1.566
C -1.601 -2.844 -1.244
C -2.489 -1.674 -1.980
C -2.750 -0.478 -1.057
C 0.234 -4.750 0.990
C 1.013 -3.923 2.157
C 1.200 -2.469 1.705
C 2.189 -1.762 2.649
H 5.582 -7.612 -0.625
H 4.407 -8.662 -0.092
H 4.952 -7.367 1.027
H 2.608 -7.417 -0.660
H 3.729 -6.850 -1.770
H 4.403 -5.150 -0.277
H 3.005 -5.360 0.772
H 2.552 -4.470 -2.170
H 2.516 -3.434 -0.784
H -1.127 -5.962 -1.751
H 0.198 -7.017 -1.060
H 0.647 -7.371 -3.380
H 1.310 -5.738 -3.344
H -1.134 -5.072 -4.124
H -1.386 -6.816 -4.039
H 0.842 -5.176 -5.739
H -0.688 -5.610 -6.396
H 0.467 -6.899 -5.943
H 0.075 -3.195 -2.626
H 0.421 -2.265 -1.182
H -1.766 -2.795 -0.168
H -2.239 -3.704 -1.448
H -3.445 -2.041 -2.352
H -1.849 -1.358 -2.804
H -3.197 -0.854 -0.137
H -3.428 0.158 -1.625
H -1.770 -0.069 -0.810
H 0.305 -5.804 1.256
H -0.850 -4.776 1.108
H 1.947 -4.467 2.299
H 0.562 -3.907 3.149
H 0.158 -2.180 1.844
H 1.644 -2.242 0.736
H 2.345 -2.243 3.614
H 1.904 -0.732 2.865
H 3.156 -1.673 2.155
C -3.653 4.323 -0.066
C -4.672 4.188 1.153
C -4.181 3.920 2.562
C -3.314 2.714 2.615
P -2.599 2.244 4.284
C -2.157 0.414 4.300
C -1.004 -0.035 5.297
C -0.548 -1.498 5.400
C -1.571 -2.612 5.518
C -4.041 2.479 5.443
C -5.196 1.571 5.196
C -6.171 1.906 6.318
C -7.523 1.246 6.052
C -1.255 3.365 4.748
C -1.659 4.337 5.933
C -0.707 5.567 5.957
C -1.057 6.599 7.004
H -2.915 5.082 0.193
H -4.225 4.452 -0.985
H -3.213 3.333 -0.184
H -5.279 5.093 1.181
H -5.411 3.458 0.823
H -3.484 4.693 2.886
H -4.928 3.981 3.353
H -3.937 1.845 2.406
H -2.397 2.656 2.028
H -1.785 0.398 3.275
H -3.069 -0.181 4.344
H -1.310 0.231 6.308
H -0.132 0.571 5.048
H 0.036 -1.581 6.317
H 0.093 -1.827 4.582
H -2.590 -2.394 5.838
H -1.207 -3.349 6.233
H -1.700 -3.184 4.599
H -4.393 3.503 5.317
H -3.805 2.484 6.507
H -4.897 0.524 5.173
H -5.616 1.911 4.249
H -6.439 2.937 6.550
H -5.797 1.369 7.190
H -7.435 0.210 5.726
H -7.935 1.899 5.282
H -8.157 1.289 6.937
H -0.457 2.691 5.059
H -0.862 3.872 3.868
H -2.660 4.724 5.743
H -1.688 3.821 6.892
H 0.311 5.242 6.171
H -0.540 6.032 4.986
H -1.673 7.406 6.607
H -0.122 6.853 7.505
H -1.590 6.191 7.863
*
```

Summary:
Highest occupied orbital energy (spin up / spin down) (eV): -18.21 / -18.21
Molar mass (g/mol): 1027.3
ΔE to the lowest compared entry with this formula, charge and spin (eV): 2.050
Expectation value of S²: 0.764
Maximum force (eV Å⁻¹): 4.1



No. 2
A structure of composition C48H120F4Mn2N8O20P2 in a non-equilibrium geometry, computed with ωB97M-V/def2-TZVPD.

ORCA input file:
```
! RIJCOSX wB97M-V def2-TZVPD def2/J DEFGRID3
* xyz 2 11
Mn 17.453 5.310 19.031
Mn 21.542 7.046 22.663
O 18.627 4.627 20.564
P 19.549 4.298 21.681
O 20.415 5.291 22.381
F 20.453 3.138 21.153
F 18.733 3.589 22.837
O 20.441 7.621 20.991
P 19.179 7.988 20.271
O 18.386 7.054 19.420
F 19.473 9.271 19.419
F 18.257 8.526 21.429
C 21.742 6.236 27.549
O 21.040 6.908 26.533
C 20.233 6.021 25.772
C 19.197 6.787 24.980
N 19.753 7.700 23.958
C 20.283 8.949 24.534
C 20.710 9.958 23.464
O 21.729 9.300 22.726
C 22.235 10.113 21.648
H 21.074 5.691 28.221
H 22.340 6.975 28.080
H 22.491 5.506 27.212
H 19.733 5.312 26.440
H 20.918 5.443 25.133
H 18.703 7.455 25.700
H 18.463 6.121 24.533
H 18.997 8.055 23.389
H 21.142 8.773 25.184
H 19.515 9.364 25.199
H 21.065 10.811 24.047
H 19.849 10.254 22.857
H 21.606 10.141 20.760
H 23.226 9.757 21.386
H 22.370 11.113 22.064
C 25.416 9.206 18.644
O 24.626 8.538 19.634
C 25.363 7.619 20.413
C 24.523 7.318 21.638
N 23.132 6.886 21.269
C 23.107 5.494 20.779
C 23.461 4.562 21.936
O 23.203 5.204 23.181
C 23.556 4.385 24.289
H 26.004 9.998 19.117
H 24.705 9.725 18.003
H 26.075 8.504 18.134
H 26.304 8.055 20.775
H 25.692 6.732 19.859
H 24.451 8.247 22.205
H 25.082 6.650 22.295
H 23.084 7.460 20.422
H 23.795 5.337 19.947
H 22.097 5.268 20.450
H 24.522 4.292 21.910
H 22.873 3.644 21.882
H 24.622 4.148 24.343
H 23.040 3.428 24.171
H 23.264 4.916 25.189
C 20.959 9.986 13.605
O 21.087 10.720 14.797
C 21.260 9.954 15.966
C 21.147 10.813 17.222
N 22.395 11.530 17.437
C 22.228 12.584 18.483
C 23.370 13.571 18.218
O 23.437 14.011 16.875
C 24.403 15.026 16.729
H 20.129 9.269 13.679
H 21.893 9.438 13.441
H 20.707 10.665 12.796
H 22.231 9.443 15.954
H 20.461 9.199 15.936
H 20.894 10.166 18.069
H 20.262 11.456 17.095
H 22.599 12.006 16.561
H 22.384 12.062 19.424
H 21.284 13.121 18.402
H 24.339 13.147 18.505
H 23.255 14.433 18.888
H 24.237 15.453 15.742
H 25.421 14.625 16.790
H 24.332 15.830 17.468
C 16.073 10.593 23.132
O 16.313 10.734 24.515
C 15.768 9.603 25.196
C 16.053 9.624 26.675
N 17.445 9.378 27.017
C 18.300 10.548 26.790
C 19.596 10.415 27.567
O 20.478 11.458 27.211
C 21.847 11.083 27.275
H 16.223 11.551 22.634
H 15.074 10.233 22.871
H 16.812 9.915 22.689
H 16.313 8.735 24.794
H 14.701 9.507 24.988
H 15.522 8.767 27.103
H 15.661 10.505 27.198
H 17.656 9.031 27.942
H 17.812 11.481 27.095
H 18.494 10.588 25.718
H 20.066 9.427 27.439
H 19.475 10.449 28.661
H 22.082 10.697 28.270
H 22.457 11.972 27.127
H 22.028 10.374 26.463
C 17.501 1.373 15.538
O 17.567 2.017 16.803
C 16.504 1.673 17.665
C 16.698 2.222 19.084
N 16.130 3.572 19.349
C 15.886 3.612 20.830
C 15.240 4.962 21.157
O 16.082 6.020 20.694
C 15.530 7.283 21.028
H 16.564 1.606 15.022
H 17.593 0.285 15.502
H 18.337 1.806 14.991
H 16.605 0.588 17.786
H 15.507 1.949 17.304
H 17.739 2.151 19.399
H 16.159 1.473 19.675
H 15.177 3.523 18.992
H 16.768 3.568 21.456
H 15.215 2.796 21.101
H 14.966 5.083 22.207
H 14.258 5.018 20.666
H 15.409 7.425 22.103
H 14.545 7.384 20.555
H 16.118 8.092 20.605
C 20.847 13.863 21.839
O 20.185 13.373 20.677
C 18.769 13.364 20.843
C 18.251 12.275 19.922
N 16.790 12.151 19.952
C 16.301 11.062 19.141
C 14.788 10.926 19.258
O 14.097 11.828 18.430
C 13.870 11.394 17.100
H 20.640 14.926 21.965
H 21.922 13.739 21.708
H 20.554 13.252 22.697
H 18.379 14.328 20.506
H 18.522 13.172 21.889
H 18.632 11.291 20.203
H 18.564 12.472 18.888
H 16.383 13.002 19.571
H 16.715 10.127 19.533
H 16.539 11.079 18.067
H 14.483 11.086 20.292
H 14.552 9.875 19.038
H 13.300 10.461 17.074
H 14.825 11.290 16.577
H 13.263 12.170 16.640
C 18.254 8.972 16.528
O 18.356 8.324 15.290
C 17.712 9.117 14.301
C 17.946 8.530 12.907
N 17.364 9.439 11.920
C 17.626 9.057 10.539
C 16.861 7.852 9.985
O 17.469 6.671 10.510
C 16.668 5.518 10.358
H 18.704 9.975 16.547
H 18.806 8.427 17.290
H 17.215 9.138 16.840
H 18.082 10.146 14.323
H 16.628 9.115 14.472
H 17.429 7.558 12.903
H 18.977 8.225 12.725
H 16.364 9.413 12.096
H 18.705 8.939 10.436
H 17.374 9.886 9.870
H 17.080 7.850 8.912
H 15.796 7.928 10.214
H 15.622 5.720 10.608
H 16.987 4.723 11.034
H 16.764 5.130 9.340
C 20.240 3.259 13.411
O 20.137 4.033 14.589
C 18.902 4.714 14.645
C 18.680 5.488 15.945
N 18.441 4.682 17.172
C 19.741 4.030 17.547
C 21.016 4.844 17.503
O 20.878 6.055 18.221
C 21.806 7.031 17.825
H 21.026 2.512 13.477
H 20.360 3.913 12.543
H 19.337 2.671 13.201
H 18.011 4.102 14.444
H 18.893 5.439 13.822
H 17.812 6.118 15.745
H 19.451 6.252 16.027
H 17.902 3.910 16.774
H 19.889 3.220 16.824
H 19.656 3.400 18.437
H 21.220 5.040 16.446
H 21.874 4.309 17.921
H 21.825 7.869 18.525
H 21.464 7.557 16.917
H 22.797 6.604 17.648
*
```

Summary:
Highest occupied orbital energy (spin up / spin down) (eV): -11.83 / -11.83
Molar mass (g/mol): 1377.3
Expectation value of S²: 30.006
Maximum force (eV Å⁻¹): 2.7



- expectation value of S² of number 2 (C48H120F4Mn2N8O20P2)?
  30.006